Entry 1:
Here is a 11-piece molecular cluster, C42H84O20 overall at a distorted geometry from OMol25. Energies are from wB97M-V/def2-TZVPD.

The geometry in XYZ format:
```
146
Properties=species:S:1:pos:R:3:lowdin_charge:R:1
C -9.690 1.591 -2.304 -0.0932
C -9.480 0.804 -1.094 -0.2013
O -8.034 0.935 -0.777 -0.0053
C -7.457 0.239 0.170 -0.5934
C -5.978 0.634 0.239 0.0207
O -7.910 -0.640 0.828 0.1190
H -10.678 1.365 -2.704 0.0871
H -8.931 1.313 -3.035 0.0856
H -9.624 2.666 -2.132 0.0847
H -10.075 1.213 -0.277 0.1276
H -9.781 -0.231 -1.250 0.1271
H -5.474 0.584 -0.726 0.0785
H -5.442 -0.022 0.925 0.0815
H -6.012 1.646 0.640 0.0825
C -1.748 -7.356 2.782 -0.0533
C -0.824 -6.467 1.917 -0.2166
O 0.062 -5.662 2.706 -0.0228
C 1.273 -6.103 3.099 -0.5059
C 2.218 -5.019 3.559 0.0186
O 1.619 -7.281 3.201 0.0720
H -1.203 -7.848 3.587 0.0756
H -2.280 -7.994 2.076 0.0774
H -2.401 -6.625 3.258 0.0686
H -0.247 -6.992 1.156 0.1186
H -1.445 -5.786 1.335 0.1145
H 3.197 -5.308 3.176 0.0887
H 2.272 -4.879 4.639 0.0918
H 1.925 -4.059 3.136 0.0727
C 4.351 5.005 -0.479 -0.0587
C 4.235 4.579 -2.005 -0.1452
O 2.812 4.286 -2.302 -0.0463
C 1.983 5.333 -2.552 -0.5394
C 0.539 4.908 -2.578 0.0201
O 2.335 6.480 -2.675 0.0964
H 5.373 4.810 -0.153 0.0612
H 3.740 4.410 0.200 0.0689
H 4.148 6.055 -0.267 0.0690
H 4.620 5.367 -2.653 0.1122
H 4.763 3.631 -2.101 0.1086
H 0.396 4.120 -1.838 0.0782
H 0.332 4.357 -3.496 0.0848
H -0.151 5.737 -2.422 0.0898
C -0.171 4.953 -8.597 -0.0795
C -0.138 3.462 -8.801 -0.2251
O 0.760 2.991 -7.818 -0.0059
C 0.864 1.687 -7.614 -0.5136
C 1.856 1.304 -6.489 0.0225
O 0.357 0.795 -8.290 0.0748
H -0.789 5.270 -7.757 0.0735
H -0.745 5.415 -9.399 0.0753
H 0.753 5.523 -8.499 0.0828
H -1.135 3.023 -8.758 0.1306
H 0.317 3.253 -9.769 0.1282
H 1.322 0.897 -5.630 0.0813
H 2.392 2.124 -6.012 0.0699
H 2.589 0.668 -6.985 0.0856
C 7.454 0.124 0.681 -0.0834
C 8.908 0.356 0.955 -0.2430
O 8.916 1.716 1.386 -0.0463
C 10.039 2.286 2.000 -0.4967
C 9.850 3.738 2.377 0.0103
O 11.060 1.763 2.332 0.1149
H 7.192 -0.923 0.528 0.0788
H 7.209 0.653 -0.240 0.0771
H 6.835 0.429 1.524 0.0814
H 9.198 -0.191 1.852 0.1206
H 9.535 0.009 0.133 0.1280
H 9.929 4.346 1.476 0.0882
H 10.533 3.988 3.189 0.0891
H 8.834 3.844 2.757 0.0807
C -1.790 4.291 3.802 -0.0416
C -1.761 4.824 2.337 -0.2696
O -1.486 6.144 2.269 -0.0295
C -0.236 6.632 2.525 -0.4247
C -0.298 8.211 2.481 0.0260
O 0.823 6.003 2.735 0.0547
H -1.875 3.204 3.778 0.0697
H -2.718 4.567 4.303 0.0732
H -0.867 4.576 4.306 0.0680
H -1.088 4.241 1.708 0.1184
H -2.709 4.689 1.818 0.1230
H 0.107 8.835 3.279 0.0814
H -1.332 8.449 2.233 0.0719
H 0.273 8.501 1.599 0.0776
C -3.278 -1.225 7.872 -0.0833
C -2.345 -2.357 7.531 -0.2754
O -3.121 -3.512 7.474 -0.0183
C -2.445 -4.716 7.592 -0.4250
C -3.329 -6.010 7.529 0.0230
O -1.207 -4.797 7.682 0.0600
H -3.824 -1.397 8.800 0.0804
H -3.982 -1.012 7.067 0.0740
H -2.756 -0.276 7.997 0.0752
H -1.801 -2.116 6.618 0.1297
H -1.625 -2.323 8.349 0.1238
H -4.011 -5.898 6.686 0.0758
H -3.911 -6.089 8.448 0.0790
H -2.708 -6.892 7.374 0.0807
C 2.254 -5.358 -5.580 -0.0667
C 1.723 -5.659 -4.187 -0.2101
O 1.359 -7.043 -4.215 -0.0383
C 0.088 -7.380 -4.598 -0.4196
C -0.355 -8.813 -4.430 0.0066
O -0.757 -6.604 -5.223 -0.0085
H 3.084 -6.038 -5.773 0.0809
H 2.735 -4.383 -5.658 0.0724
H 1.437 -5.335 -6.302 0.0785
H 2.520 -5.671 -3.443 0.1234
H 0.846 -5.077 -3.904 0.1208
H 0.309 -9.450 -5.016 0.0882
H -1.310 -8.832 -4.954 0.0843
H -0.400 -9.137 -3.390 0.0879
C -3.608 -2.867 -3.088 -0.0734
C -3.140 -2.299 -4.371 -0.2588
O -3.764 -1.113 -4.769 0.0104
C -3.324 0.104 -4.433 -0.5447
C -4.156 1.197 -5.034 0.0149
O -2.518 0.397 -3.585 0.0935
H -4.693 -2.931 -3.006 0.0795
H -3.242 -2.359 -2.196 0.0798
H -3.452 -3.946 -3.064 0.0811
H -2.057 -2.340 -4.491 0.1306
H -3.343 -3.024 -5.159 0.1243
H -4.224 1.177 -6.121 0.0860
H -3.747 2.184 -4.817 0.0842
H -5.099 1.059 -4.504 0.0912
C 2.607 2.167 4.791 -0.0288
C 2.103 1.746 6.185 -0.4272
C 1.743 2.850 7.224 -0.0159
O 2.096 0.534 6.458 0.0284
H 3.450 2.858 4.831 0.0772
H 1.858 2.527 4.086 0.0730
H 3.012 1.272 4.319 0.0695
H 1.934 2.533 8.249 0.0772
H 0.676 3.056 7.141 0.0760
H 2.346 3.726 6.986 0.0707
C 0.195 -0.993 1.489 -0.0203
C 1.082 -1.079 0.272 -0.5500
C 1.611 0.157 -0.298 -0.0217
O 1.310 -2.143 -0.206 0.0867
H 0.798 -0.653 2.331 0.0805
H -0.338 -1.920 1.700 0.0804
H -0.623 -0.274 1.503 0.0754
H 2.151 0.691 0.484 0.0868
H 0.758 0.726 -0.668 0.0944
H 2.311 -0.087 -1.098 0.0899
```

Values from the calculation:
- ΔE to the lowest compared entry with this formula, charge and spin: 225.0 kJ/mol
- Kohn-Sham gap: 9.682 eV
- SMILES string: CCOC(C)=O.CCOC(C)=O.CCOC(C)=O.CCOC(C)=O.CCOC(C)=O.CCOC(C)=O.CCOC(C)=O.CCOC(C)=O.CCOC(C)=O.CC(C)=O.CC(C)=O



Entry 2:
Here is C42H86InO38 as an isolated structure from OMol25. Energies are from wB97M-V/def2-TZVPD.

The geometry in XYZ format:
```
167
Properties=species:S:1:pos:R:3:lowdin_charge:R:1
C -5.413 1.817 7.637 0.0276
C -5.856 1.408 6.259 -0.5467
O -6.938 0.927 6.009 0.0806
O -4.926 1.669 5.338 -0.0412
C -4.898 0.794 4.196 -0.1659
C -3.855 1.251 3.186 -0.1998
C -4.451 1.942 1.958 -0.3163
C -4.933 3.394 2.115 -0.3538
In -3.807 4.827 3.406 0.1819
H -5.568 2.891 7.744 0.0964
H -5.981 1.283 8.391 0.0799
H -4.346 1.642 7.748 0.0676
H -4.669 -0.206 4.574 0.1253
H -5.890 0.766 3.746 0.0971
H -3.090 1.851 3.683 0.0910
H -3.358 0.338 2.836 0.1030
H -3.743 1.883 1.129 0.0911
H -5.297 1.301 1.661 0.0861
H -4.865 3.858 1.126 0.0060
H -5.991 3.419 2.390 0.0137
H -2.198 5.215 2.748 -0.1676
H -3.615 4.301 5.103 -0.1532
H -4.758 6.343 3.441 -0.1677
C -1.136 3.848 -2.668 -0.0374
O 0.159 3.514 -2.150 -0.0141
C 0.151 3.211 -0.846 -0.6256
O -0.810 3.196 -0.132 0.1392
O 1.404 2.921 -0.479 -0.0127
C 1.528 2.580 0.907 -0.0365
H -0.983 4.053 -3.724 0.0854
H -1.823 3.012 -2.554 0.0972
H -1.541 4.725 -2.167 0.1002
H 0.935 1.697 1.139 0.0963
H 1.218 3.407 1.542 0.1015
H 2.579 2.362 1.077 0.0890
C 1.790 0.930 10.795 -0.0537
O 0.532 0.858 10.124 -0.0068
C 0.388 1.759 9.139 -0.6295
O 1.220 2.569 8.822 0.1199
O -0.807 1.593 8.598 0.0068
C -1.117 2.494 7.517 -0.0096
H 1.762 0.153 11.553 0.0891
H 2.608 0.747 10.100 0.0946
H 1.924 1.905 11.260 0.0944
H -0.414 2.364 6.699 0.1010
H -1.106 3.525 7.862 0.1023
H -2.116 2.232 7.186 0.0771
C 0.761 1.504 -5.796 -0.0251
O -0.069 0.408 -6.207 0.0035
C -1.371 0.616 -6.022 -0.6357
O -1.866 1.617 -5.574 0.1252
O -2.035 -0.472 -6.415 -0.0085
C -3.455 -0.380 -6.254 -0.0364
H 1.779 1.191 -6.003 0.0930
H 0.518 2.400 -6.364 0.0973
H 0.637 1.703 -4.733 0.0928
H -3.861 0.438 -6.846 0.0863
H -3.722 -0.235 -5.210 0.1018
H -3.859 -1.322 -6.612 0.0966
C 2.311 -1.114 -1.251 -0.0243
O 1.910 -1.425 0.085 0.0109
C 2.375 -2.586 0.535 -0.6256
O 3.073 -3.353 -0.083 0.1090
O 1.937 -2.763 1.778 0.0100
C 2.355 -3.988 2.388 -0.0305
H 1.873 -0.151 -1.498 0.0915
H 3.395 -1.037 -1.320 0.0854
H 1.946 -1.867 -1.948 0.0996
H 3.441 -4.035 2.451 0.0968
H 1.980 -4.843 1.828 0.0881
H 1.922 -3.984 3.383 0.0960
C -6.336 1.735 -12.482 -0.0311
O -5.801 1.521 -11.171 0.0083
C -4.479 1.366 -11.136 -0.6223
O -3.745 1.386 -12.091 0.1132
O -4.111 1.182 -9.872 0.0119
C -2.704 1.001 -9.682 -0.0159
H -7.407 1.842 -12.345 0.0941
H -5.922 2.641 -12.922 0.0901
H -6.120 0.885 -13.127 0.0984
H -2.151 1.876 -10.018 0.1033
H -2.353 0.120 -10.216 0.1049
H -2.563 0.862 -8.617 0.0693
C -5.758 6.959 -16.758 -0.0413
O -5.355 5.590 -16.653 -0.0004
C -4.429 5.363 -15.719 -0.6283
O -3.940 6.197 -15.002 0.1234
O -4.143 4.065 -15.720 0.0030
C -3.157 3.674 -14.753 -0.0330
H -6.503 6.984 -17.546 0.0917
H -6.189 7.304 -15.820 0.0968
H -4.910 7.588 -17.021 0.0964
H -3.501 3.895 -13.745 0.0896
H -2.215 4.184 -14.941 0.0972
H -3.037 2.602 -14.867 0.0938
C -9.088 3.607 10.145 -0.0288
O -8.639 3.615 11.509 0.0013
C -7.315 3.673 11.638 -0.6269
O -6.523 3.719 10.736 0.1254
O -7.015 3.670 12.939 -0.0009
C -5.610 3.728 13.207 -0.0411
H -10.171 3.558 10.196 0.0912
H -8.774 4.515 9.634 0.0995
H -8.695 2.741 9.617 0.0967
H -5.180 4.642 12.801 0.0972
H -5.102 2.867 12.778 0.0973
H -5.519 3.719 14.289 0.0901
C 7.493 1.887 -4.076 -0.0351
O 6.513 0.915 -3.696 0.0099
C 7.002 -0.136 -3.043 -0.6116
O 8.164 -0.315 -2.770 0.1072
O 5.997 -0.948 -2.739 0.0082
C 6.378 -2.125 -2.016 -0.0245
H 6.942 2.668 -4.589 0.0939
H 7.988 2.293 -3.196 0.0981
H 8.232 1.445 -4.741 0.0959
H 6.840 -1.860 -1.066 0.1016
H 7.063 -2.734 -2.603 0.0960
H 5.464 -2.681 -1.826 0.0872
C 11.966 -2.438 2.854 -0.0508
O 12.136 -2.409 1.435 -0.0096
C 10.998 -2.242 0.751 -0.6246
O 9.905 -2.125 1.241 0.1244
O 11.284 -2.234 -0.544 0.0082
C 10.139 -2.045 -1.398 -0.0373
H 12.959 -2.583 3.271 0.0923
H 11.548 -1.501 3.216 0.0987
H 11.319 -3.263 3.146 0.0969
H 9.663 -1.092 -1.195 0.0785
H 9.432 -2.859 -1.247 0.0927
H 10.520 -2.061 -2.413 0.0964
C -1.352 -6.611 0.777 -0.0277
O -1.070 -8.017 0.765 0.0059
C -0.165 -8.402 1.659 -0.6271
O 0.403 -7.686 2.443 0.1179
O 0.009 -9.719 1.543 0.0026
C 0.966 -10.266 2.455 -0.0405
H -2.099 -6.457 0.005 0.0944
H -1.744 -6.308 1.746 0.0994
H -0.454 -6.040 0.550 0.0918
H 0.654 -10.097 3.484 0.0966
H 1.946 -9.821 2.295 0.0967
H 0.996 -11.330 2.242 0.0918
C -7.992 -0.935 2.680 -0.0288
O -7.708 -0.847 1.278 0.0081
C -8.759 -0.582 0.515 -0.6251
O -9.894 -0.432 0.888 0.1183
O -8.349 -0.512 -0.755 0.0007
C -9.388 -0.209 -1.687 -0.0483
H -7.046 -1.150 3.165 0.0852
H -8.385 0.007 3.055 0.1040
H -8.701 -1.738 2.875 0.0962
H -9.832 0.759 -1.465 0.0973
H -10.160 -0.976 -1.666 0.0934
H -8.908 -0.185 -2.661 0.0901
C 13.360 -5.762 2.656 -0.0270
O 14.165 -5.428 3.790 0.0041
C 14.643 -6.477 4.456 -0.6252
O 14.456 -7.633 4.182 0.1239
O 15.366 -6.027 5.482 0.0026
C 15.943 -7.057 6.290 -0.0393
H 13.049 -4.818 2.220 0.0707
H 13.931 -6.332 1.925 0.1010
H 12.486 -6.336 2.960 0.1032
H 16.617 -7.675 5.699 0.0966
H 15.165 -7.682 6.726 0.0969
H 16.492 -6.542 7.071 0.0924
```

Values from the calculation:
- Total charge: -1
- Kohn-Sham gap: 5.957 eV



Entry 3:
Here is a 12-piece molecular cluster, C42H93N5O17S2 overall at a distorted geometry from OMol25. Energies are from wB97M-V/def2-TZVPD.

The geometry in XYZ format:
```
159
Properties=species:S:1:pos:R:3:lowdin_charge:R:1
C 1.822 2.171 -2.169 -0.0777
C 1.553 1.466 -0.846 -0.2289
C 0.456 0.394 -1.047 -0.1713
C 0.264 -0.340 0.270 -0.1382
N -0.887 -1.298 0.307 -0.2182
C -0.875 -1.910 1.667 -0.1113
C -1.457 -3.322 1.558 -0.1191
C -1.083 -3.773 0.158 -0.1486
C -0.643 -2.521 -0.563 -0.1033
C -2.214 -0.720 -0.037 0.0354
H 0.910 2.552 -2.633 0.0706
H 2.277 1.512 -2.907 0.0735
H 2.503 2.977 -1.893 0.0476
H 1.126 2.032 -0.018 0.0961
H 2.448 0.904 -0.565 0.1187
H 0.702 -0.284 -1.870 0.1129
H -0.516 0.862 -1.228 0.0859
H -0.004 0.358 1.073 0.1126
H 1.138 -0.926 0.554 0.1232
H -1.414 -1.400 2.462 0.1203
H 0.163 -1.954 1.989 0.1069
H -2.533 -3.336 1.719 0.1168
H -0.989 -3.952 2.308 0.0871
H -1.905 -4.286 -0.345 0.1138
H -0.260 -4.473 0.024 0.0897
H -1.033 -2.394 -1.574 0.1283
H 0.439 -2.537 -0.716 0.1160
H -2.168 -0.345 -1.052 0.0619
H -2.549 -0.054 0.760 0.1031
H -2.920 -1.551 -0.095 0.1117
O -1.339 2.676 4.156 0.0368
C -2.170 1.884 3.395 -0.8358
O -1.664 1.023 2.620 -0.0848
O -3.388 2.129 3.440 -0.0221
H -1.923 3.278 4.631 0.0985
C 0.250 5.586 -4.727 -0.2642
S 2.053 5.672 -4.854 0.8113
O 2.476 6.926 -5.511 -0.5372
C 2.306 5.761 -3.085 -0.2746
H -0.120 4.576 -4.552 0.0362
H -0.115 5.881 -5.713 0.0493
H -0.143 6.276 -3.980 0.0445
H 3.356 5.723 -2.779 0.0380
H 1.775 4.981 -2.546 0.0310
H 2.070 6.763 -2.702 0.0606
C 1.504 0.072 4.477 -0.2590
S 2.946 1.060 4.069 0.8252
O 3.997 0.070 3.688 -0.5700
C 2.299 1.692 2.520 -0.2653
H 1.513 -0.842 3.883 0.0442
H 0.564 0.618 4.549 0.0493
H 1.712 -0.261 5.502 0.0466
H 1.907 0.819 2.000 0.0183
H 3.109 2.026 1.867 0.0474
H 1.582 2.504 2.618 0.0643
C -4.618 0.141 -2.311 -0.3198
O -4.054 -0.934 -2.290 -0.0013
N -4.049 1.309 -2.693 -0.1727
C -4.727 2.589 -2.688 -0.0301
C -2.764 1.260 -3.317 -0.0753
H -5.644 0.317 -1.940 0.1427
H -4.691 3.034 -3.682 0.0948
H -4.236 3.227 -1.955 0.0639
H -5.773 2.430 -2.431 0.0922
H -2.166 0.403 -3.019 0.0584
H -2.785 1.318 -4.406 0.0770
H -2.106 2.093 -3.030 0.0840
C 3.246 -3.447 1.656 -0.3095
O 2.089 -3.462 1.247 -0.0181
N 3.876 -4.541 2.106 -0.1880
C 5.261 -4.503 2.577 -0.0377
C 3.193 -5.811 2.297 -0.0428
H 3.817 -2.521 1.812 0.1407
H 5.315 -4.319 3.648 0.0955
H 5.688 -3.623 2.086 0.0885
H 5.821 -5.355 2.207 0.0887
H 3.179 -6.076 3.352 0.0951
H 2.211 -5.740 1.842 0.0732
H 3.797 -6.532 1.741 0.0920
C 1.200 -0.099 -5.162 -0.3650
O 1.930 0.735 -5.653 0.0196
N -0.148 -0.109 -5.270 -0.1783
C -0.870 -1.325 -4.909 -0.0516
C -0.788 0.870 -6.130 -0.0407
H 1.602 -0.908 -4.526 0.1317
H -1.893 -1.190 -4.565 0.0763
H -0.248 -1.806 -4.156 0.0701
H -0.964 -1.970 -5.792 0.0931
H -1.169 1.712 -5.549 0.0658
H -0.027 1.354 -6.742 0.0882
H -1.569 0.396 -6.717 0.0966
C -0.425 -5.390 -3.801 -0.3397
O -1.239 -5.173 -2.925 0.0165
N 0.898 -5.659 -3.631 -0.2017
C 1.726 -5.967 -4.792 -0.0522
C 1.572 -5.439 -2.374 -0.0410
H -0.676 -5.388 -4.877 0.1326
H 2.362 -5.112 -5.018 0.0901
H 1.101 -6.392 -5.572 0.0858
H 2.369 -6.813 -4.524 0.0889
H 2.036 -6.366 -2.043 0.0950
H 2.263 -4.590 -2.441 0.0970
H 0.872 -5.070 -1.626 0.0581
O -5.623 -0.013 3.105 0.1332
C -5.580 -1.192 3.245 -0.5607
O -4.555 -1.842 3.817 -0.0164
C -3.665 -1.003 4.573 -0.2147
C -2.779 -1.928 5.407 -0.0522
C -6.667 -2.128 2.757 0.0165
H -4.272 -0.387 5.245 0.1291
H -3.135 -0.234 4.005 0.0833
H -3.331 -2.212 6.303 0.0738
H -1.845 -1.448 5.699 0.0719
H -2.578 -2.838 4.845 0.0595
H -6.299 -2.673 1.884 0.0825
H -7.511 -1.506 2.474 0.0812
H -7.017 -2.879 3.464 0.0801
O -0.134 -6.744 5.648 0.1126
C -0.324 -5.965 4.755 -0.5389
O -1.416 -5.955 3.978 -0.0287
C -2.230 -7.132 3.965 -0.2080
C -1.782 -8.048 2.826 -0.0617
C 0.621 -4.859 4.384 0.0250
H -3.227 -6.803 3.672 0.1199
H -2.258 -7.625 4.931 0.1182
H -0.924 -8.666 3.089 0.0764
H -1.579 -7.440 1.944 0.0748
H -2.606 -8.703 2.538 0.0763
H 1.372 -4.780 5.167 0.0964
H 0.137 -3.880 4.385 0.0823
H 1.027 -5.026 3.394 0.0508
O 0.926 5.773 0.588 0.0749
C -0.161 6.195 0.262 -0.5372
O -1.297 5.516 0.291 0.0167
C -1.356 4.163 0.777 -0.1835
C -2.194 3.308 -0.145 -0.0457
C -0.291 7.594 -0.293 0.0251
H -1.906 4.192 1.722 0.1252
H -0.377 3.753 1.014 0.1082
H -1.598 2.974 -1.013 0.0562
H -3.028 3.873 -0.553 0.0659
H -2.434 2.354 0.325 0.0754
H -1.008 8.190 0.273 0.0888
H -0.558 7.642 -1.346 0.0801
H 0.679 8.052 -0.114 0.0752
O 5.627 5.722 -1.582 0.0892
C 5.010 5.844 -0.551 -0.5587
O 5.039 6.926 0.223 -0.0096
C 5.538 8.138 -0.348 -0.2028
C 4.333 8.970 -0.798 -0.0554
C 4.200 4.736 0.050 0.0231
H 6.240 7.971 -1.157 0.1163
H 6.000 8.686 0.471 0.1181
H 3.481 8.705 -0.174 0.0719
H 4.135 8.756 -1.848 0.0745
H 4.478 10.042 -0.666 0.0734
H 4.142 3.872 -0.594 0.0747
H 3.256 5.186 0.381 0.0716
H 4.600 4.475 1.035 0.0954
```

Values from the calculation:
- Kohn-Sham gap: 7.813 eV